Formula: C3H3NO2S2
Source: OMol25
Level of theory: wB97M-V/def2-TZVPD

Element x y z (Å)
O (-2.957350, 0.993912, 0.106680)
C (-2.056041, 0.322455, -0.186549)
N (-1.248692, -0.500900, -0.457659)
C (0.105217, -0.593610, -0.464865)
S (0.732577, -2.054476, 0.451130)
C (0.639489, 0.645804, 0.218520)
O (0.056653, 1.304007, 1.010538)
S (2.341652, 0.934096, -0.187655)
H (0.492347, -0.582813, -1.405324)
H (-0.401527, -2.645295, 0.716326)
H (2.295676, 2.176822, 0.198862)

Forces on atoms 1 to 3 (eV/Å):
O -0.125 0.226 -0.271
C -1.510 0.974 1.100
N -1.376 -1.568 -1.074

Values from the calculation:
SMILES   O=C=N[C@H](S)C(=O)S
E_tot   -1117.7067 a.u.
HOMO level   -9.85 eV
Energy above the lowest of the compared OMol25 structures with the same formula, charge and spin   51.0 kJ/mol
LUMO   0.0095 Ha
Orbital gap   10.105 eV

=====

Formula: C14H22O3S
Source: OMol25
Level of theory: wB97M-V/def2-TZVPD

Element x y z (Å)
C (0.921694, -3.478507, 0.160787)
C (-0.134640, -2.381683, 0.413537)
C (-0.614678, -1.693376, -0.863224)
C (-2.116845, -1.318289, -0.871109)
C (-2.425123, 0.158771, -1.167650)
C (-3.205303, 0.871226, -0.067525)
C (-2.438807, 1.119348, 1.220805)
C (-1.252902, 2.071069, 1.053968)
C (0.078236, 1.326203, 0.943969)
C (1.055556, 1.944636, -0.062796)
C (2.398003, 1.317706, 0.064919)
C (3.116333, 0.682623, -0.870532)
S (2.737424, 0.436640, -2.551378)
C (4.358361, 0.164698, -0.221459)
O (5.196501, -0.558727, -0.707006)
O (4.382668, 0.621873, 1.063973)
C (3.177500, 1.288304, 1.324275)
O (2.910473, 1.709487, 2.433000)
H (0.556928, -4.465108, 0.412299)
H (1.261861, -3.470991, -0.866335)
H (1.805675, -3.317002, 0.768147)
H (-0.959309, -2.827733, 0.957372)
H (0.318379, -1.663266, 1.086258)
H (-0.384844, -2.324989, -1.710590)
H (-0.052699, -0.776425, -1.011933)
H (-2.566437, -1.909332, -1.660582)
H (-2.590994, -1.639208, 0.049405)
H (-1.524416, 0.706028, -1.430144)
H (-3.053054, 0.187249, -2.053044)
H (-3.548070, 1.826177, -0.454443)
H (-4.090798, 0.283228, 0.161540)
H (-3.133339, 1.564320, 1.927674)
H (-2.107274, 0.194096, 1.682833)
H (-1.385798, 2.722444, 0.195277)
H (-1.205459, 2.700902, 1.935015)
H (0.543081, 1.223957, 1.913004)
H (-0.116419, 0.319193, 0.594855)
H (0.700034, 1.694685, -1.054908)
H (1.119123, 3.021849, 0.047867)
H (2.269378, 1.667925, -2.786121)

Forces on atoms 1 to 3 (eV/Å):
C 0.095 0.372 0.254
C 0.593 -0.532 -0.125
C -0.499 0.221 0.455

Values from the calculation:
SMILES   CCCCCCCCCCC1=C(S)C(=O)OC1=O
E_tot   -1170.5582 a.u.
HOMO level   -9.83 eV
Energy above the lowest of the compared OMol25 structures with the same formula, charge and spin   60.6 kJ/mol
LUMO   -0.0382 Ha
Orbital gap   8.788 eV

=====

Formula: C33H37N13O2PS2Ti
Source: OMol25
Level of theory: wB97M-V/def2-TZVPD

Element x y z (Å)
Ti (0.052118, -0.283818, 0.114430)
C (4.098677, -3.787230, 1.957014)
C (2.956244, -3.409781, 2.645288)
C (2.277087, -2.240614, 2.302673)
C (2.725208, -1.427935, 1.259691)
C (3.883290, -1.817122, 0.575496)
C (4.560707, -2.979881, 0.920770)
N (1.979235, -0.263044, 0.871501)
C (2.695013, 0.882746, 0.563146)
C (3.936488, 1.256265, 1.092715)
C (4.522514, 2.471709, 0.758482)
C (3.902970, 3.319393, -0.149315)
C (2.673839, 2.968818, -0.698000)
C (2.063784, 1.760742, -0.350817)
N (0.881863, 1.252582, -0.828332)
N (0.186751, 1.934898, -1.771393)
C (-0.704046, 1.118314, -2.332107)
C (-1.528131, 1.569908, -3.391339)
C (-2.331040, 0.673749, -4.028991)
C (-2.307275, -0.688359, -3.650246)
C (-1.535923, -1.054811, -2.595015)
N (-0.769694, -0.176005, -1.884083)
H (4.626667, -4.697901, 2.222026)
H (2.585520, -4.026586, 3.459282)
H (1.374509, -1.963768, 2.835279)
H (4.238427, -1.203783, -0.245260)
H (5.454008, -3.262333, 0.371626)
H (4.448332, 0.579748, 1.772217)
H (5.481386, 2.743158, 1.188115)
H (4.384267, 4.247181, -0.449466)
H (2.255171, 3.521818, -1.534231)
H (-1.469241, 2.609401, -3.683471)
H (-2.968304, 1.000236, -4.843753)
H (-2.894276, -1.432554, -4.173674)
H (-1.499006, -2.087230, -2.286144)
N (-2.135518, 1.174812, 0.345697)
N (-3.426119, 0.811188, 0.692465)
C (-3.886154, -0.442152, 0.559253)
N (-5.184820, -0.602487, 0.860177)
S (-2.935086, -1.718557, 0.050112)
H (-1.692240, 1.675878, 1.107603)
H (-2.152070, 1.773636, -0.466206)
H (-4.032959, 1.523308, 1.044168)
H (-5.741809, 0.125020, 1.276304)
H (-5.537045, -1.541794, 0.878021)
N (0.621597, 0.697969, 4.277767)
C (1.493478, 1.863770, 3.866417)
P (0.325440, 3.017992, 3.051249)
O (-0.713562, 3.301587, 4.076033)
O (-0.052442, 2.419179, 1.705241)
C (1.269123, 4.542626, 2.624428)
N (1.107336, 4.769573, 1.154480)
H (-0.173445, 1.064313, 4.809825)
H (1.105454, 0.001859, 4.826788)
H (0.205465, 0.252842, 3.461942)
H (2.272457, 1.517128, 3.198180)
H (1.916652, 2.319994, 4.759497)
H (2.327453, 4.460298, 2.868444)
H (0.831159, 5.371530, 3.172448)
H (1.170804, 5.741020, 0.877377)
H (0.222707, 4.353430, 0.843639)
H (1.772735, 4.236952, 0.659765)
N (0.690628, -7.276235, -1.065242)
C (1.128113, -8.346763, -1.814261)
C (0.949694, -9.726782, -1.687252)
C (1.548404, -10.512830, -2.646905)
C (2.299515, -9.950910, -3.703720)
C (2.470588, -8.590143, -3.820054)
C (1.873694, -7.774511, -2.850706)
N (1.883135, -6.396988, -2.724247)
C (1.176352, -6.142834, -1.663781)
C (0.921557, -4.781406, -1.175082)
C (0.129877, -4.504425, -0.069913)
C (-0.085617, -3.194427, 0.303010)
N (0.441470, -2.161392, -0.369716)
C (1.234148, -2.431263, -1.419261)
C (1.487569, -3.706996, -1.848894)
H (0.119997, -7.329782, -0.241008)
H (0.369759, -10.161418, -0.879649)
H (1.440340, -11.589453, -2.590986)
H (2.746838, -10.611041, -4.438034)
H (3.042874, -8.152460, -4.631888)
H (-0.332588, -5.290126, 0.514646)
H (-0.706315, -2.962934, 1.153341)
H (1.652662, -1.579491, -1.919547)
H (2.120656, -3.893993, -2.708025)
S (-2.559197, -1.236751, 3.864256)
C (-1.434994, -0.829179, 2.812320)
N (-0.526614, -0.494276, 2.119171)

Forces on atoms 1 to 3 (eV/Å):
Ti -0.970 2.686 -0.262
C 0.049 0.021 -0.051
C -0.112 0.102 0.009

Values from the calculation:
E_tot   -4129.2361 a.u.
Net charge   +1
HOMO level   -8.66 eV
Energy above the lowest of the compared OMol25 structures with the same formula, charge and spin   149.9 kJ/mol
LUMO   -0.1124 Ha
Orbital gap   5.601 eV

=====

Q: Among the records above, which one has the lowest E_tot?
A: C33H37N13O2PS2Ti

=====

Q: The lowest LUMO belongs to which entry?
A: C33H37N13O2PS2Ti